135
Properties=species:S:1:pos:R:3 method="wB97M-V/def2-TZVPD" gap_ev=7.98 homo_ev=-10.960 molar_mass_g_mol=904.11 energy_ev=-138975.1290 charge=+1 largest_force_ev_per_a=0.4
Br 0.09590 3.79586 -2.79548
O 6.96455 -0.57008 10.05340
O 2.69124 1.47696 7.53812
O -0.45786 -5.95172 -7.75077
O 1.92246 -2.81987 -11.39528
N -1.22589 -1.04380 -3.34268
C -4.45604 -1.06382 1.99801
C 1.18726 -0.46695 -0.47354
C 1.59111 -5.01327 -10.58021
C 2.39852 -5.57866 -11.55944
C 1.78644 -1.61763 0.34001
C 4.23662 -0.29334 7.70819
C -5.75847 2.34803 1.69805
C -1.82317 0.61351 3.99529
C -5.30767 0.00994 2.68190
C 5.98411 -0.11851 9.50391
C -2.94619 -1.00619 2.28703
C -0.33707 -0.52169 -0.60034
C -1.58073 3.45258 -5.06328
C 1.40436 -3.53695 -10.56943
C 4.17802 -2.19396 6.24350
C 1.19187 -7.20313 -9.64748
C -2.20418 4.83232 -4.90768
C -0.48568 0.52599 4.75792
C -0.41428 -1.01426 -8.44929
C 3.71824 2.91090 9.72036
C 0.54733 -2.95413 -9.48933
C 3.64680 1.01210 8.12548
C 5.87432 -2.04818 7.93996
C 0.64803 1.01792 -4.14305
C 4.26271 1.70739 9.28814
C 2.60210 -6.94837 -11.57979
C -0.91155 0.64401 -1.43326
C -1.25928 2.76148 -3.74118
C -4.61698 4.55181 2.33398
C -3.49311 5.51133 1.90780
C 5.90994 1.82367 11.04519
C -5.09443 3.63257 1.20665
C -2.10635 5.04171 2.34904
C -2.53425 -0.74013 3.75386
C -0.08141 -3.77211 -8.55409
C 0.09852 -5.25666 -8.57355
C -1.05273 -1.83631 -7.52471
C 5.28910 -2.73013 6.88624
C 0.98130 -5.82956 -9.62297
C 0.88616 -0.43685 -4.55816
C 2.00219 -7.75946 -10.62287
C 4.26592 3.56459 10.81105
C 1.23865 -1.81416 1.75484
C 0.17724 -1.46943 -3.69318
C -0.88990 -3.20912 -7.57363
C 5.34922 -0.82940 8.35560
C -4.79810 1.44793 2.47753
C 5.35938 3.01941 11.47503
C 0.68091 1.22396 4.04622
C -1.42006 0.37928 -2.87060
C 3.65254 -0.98173 6.65265
C -0.84326 1.29054 -3.95922
C 1.69278 -0.77128 2.78069
C 0.98919 0.59866 2.68138
C 0.38040 -1.57431 -9.43425
C 5.36591 1.16359 9.95028
H -1.32903 0.98835 -4.90115
H -2.14739 2.79306 -3.10542
H -1.69318 -1.39737 -6.76567
H -0.15901 1.43230 -1.45864
H -4.59681 1.89421 3.45347
H -0.54378 0.06001 -8.40702
H 3.71693 -2.72958 5.42307
H -2.50638 0.50317 -2.86376
H 1.43935 0.49719 -0.02315
H -3.83684 1.44710 1.94941
H -2.49247 -0.24011 1.64807
H -1.54111 5.51700 -4.37898
H 1.65675 -2.54851 -0.22754
H 0.71350 -7.82130 -8.90026
H 2.16688 -8.82857 -10.64040
H 2.86724 -1.45468 0.41088
H 0.87746 -0.95798 -10.17101
H -5.37998 -0.20827 3.74961
H -0.74520 -0.43996 0.40406
H 0.62507 -0.58511 -5.60954
H -2.41927 5.25889 -5.88796
H -4.84550 -2.04711 2.27989
H 0.69662 -1.68607 -2.76336
H 6.76246 1.38814 11.54811
H -5.80588 4.18407 0.58432
H 2.77056 -0.61466 2.65876
H -1.61728 -1.68618 -2.65190
H -0.66994 -1.50907 -0.94823
H 1.57326 1.12583 4.67407
H 3.23051 -7.38742 -12.34319
H 6.73832 -2.44723 8.45366
H 3.84059 4.50085 11.14775
H -3.40446 -0.82932 4.40665
H 1.58369 -2.79740 2.09190
H 1.66761 -0.46250 -1.46020
H 1.61303 1.28834 2.10401
H 0.06911 -2.40776 -4.24013
H -6.32984 -0.07395 2.29895
H 2.85930 -4.93458 -12.29577
H -1.38260 -3.86496 -6.86752
H -3.68172 6.51020 2.30670
H 1.53836 -1.17307 3.78580
H 2.86642 3.31930 9.19395
H -4.60346 -0.97830 0.91292
H -1.85626 -1.53804 4.06827
H -1.66069 1.09724 3.02769
H -3.14965 4.77742 -4.36195
H -0.60248 0.95625 5.75519
H 0.14310 -1.87857 1.75412
H 2.78617 -0.55548 6.16436
H -2.51517 -1.95777 1.95599
H -1.79198 -1.15534 -4.18664
H -0.65791 3.52416 -5.64832
H -6.14868 1.78684 0.84145
H -1.73983 4.22063 1.72468
H 1.95414 -0.65246 -4.48048
H -2.12640 4.68811 3.38336
H -3.50784 5.60609 0.81641
H 5.69849 -3.67835 6.56349
H 1.03163 1.66688 -4.93309
H -1.37274 5.84826 2.29716
H 0.47004 2.29046 3.92510
H -2.48636 1.29038 4.53892
H -2.26254 2.80124 -5.62192
H -6.61275 2.60880 2.33253
H 1.20616 1.26194 -3.23730
H 5.78223 3.52990 12.33024
H -1.76182 1.06997 -0.89698
H -0.20508 -0.52029 4.92111
H -4.24746 3.36611 0.55947
H -4.25721 3.95525 3.17810
H -5.46863 5.12475 2.71038
H 0.06491 0.48576 2.10489

171
Properties=species:S:1:pos:R:3 method="wB97M-V/def2-TZVPD" gap_ev=7.25 homo_ev=-6.043 molar_mass_g_mol=1387.08 energy_ev=-182312.1015 charge=-1 largest_force_ev_per_a=9.7
Cl 6.38436 -0.05528 5.48548
Cl 5.73169 2.44610 6.66413
Cl 3.64896 0.90572 5.78601
Cl 5.43770 2.13691 3.70134
S 5.71772 6.46117 1.78282
S 4.36201 5.69313 3.62153
F 6.17302 7.94649 1.47798
F 3.11702 6.09737 4.60054
O 1.55994 -1.50583 -7.11434
O -2.13544 -5.40640 -3.28556
O 0.73857 0.49413 -3.47103
O 3.69443 0.25747 -3.77404
O 5.32031 5.51284 4.72002
O 5.22246 6.00313 0.43271
O 3.05765 -1.51949 -5.19300
O 1.23073 -5.04045 -7.36208
O -4.10745 -2.98052 -0.34295
O 6.88600 5.82092 2.36171
O 0.81130 -2.66368 -9.06266
O 1.68875 -3.43592 -5.74570
O 3.80587 4.59936 2.83347
O 0.75760 -1.33284 -4.83561
N -1.02122 0.27463 0.08389
N 6.13624 -1.37939 -2.36406
N -4.89764 4.92512 -4.61049
N 5.85754 -2.37725 3.54587
N 0.37537 3.35981 3.15043
N -8.34781 -0.87846 -1.84688
N -2.98828 -1.45941 8.44427
N 4.40526 6.94712 2.88894
N -5.28674 3.32746 1.29333
N 8.22132 -1.14567 0.61743
N -3.06007 -0.19427 -5.65586
C 1.32640 -0.33191 -4.16870
C 4.47974 -2.79304 1.80147
C -5.00539 2.61687 3.38179
C 8.34029 -0.18522 2.58370
C -4.81726 3.71859 2.50463
C -7.04589 -0.43757 -1.70327
C 2.85663 -0.52711 -4.35813
C -4.05731 0.71922 -5.59070
C -7.48239 -0.80069 -3.83266
C 3.21729 1.96158 0.85688
C -1.24019 1.57830 -0.77958
C -2.15512 0.27623 1.15255
C -0.92898 1.98489 4.22416
C 7.37220 -1.91642 -2.66904
C 1.18622 2.37141 3.69964
C -3.61861 1.92862 -6.09976
C -3.56959 -4.91131 1.08919
C -1.72599 -4.09035 -3.04211
C 5.78976 -2.76815 2.23236
C -5.83630 2.03133 1.36853
C -3.08191 4.89930 -3.29374
C -4.34583 6.20260 -4.59922
C 7.51523 -0.42534 1.52210
C 2.95047 0.44352 0.75741
C -6.50793 -0.41331 -2.93834
C 7.44584 -3.02697 -1.89607
C -1.78547 -2.57824 6.97715
C -2.71532 -1.53100 7.09674
C -4.10370 4.10307 -3.82308
C -1.97265 -3.38661 -4.34602
C 5.40680 -2.14783 -1.53642
C -1.20812 -0.82778 -1.01973
C -2.26352 1.25514 -1.90033
C -2.21162 -0.22096 -2.13804
C -2.14239 -2.30493 9.12919
C 4.58070 -2.15360 4.01468
C 1.30348 -3.88967 -6.94672
C 1.22513 -2.58725 -7.84373
C -2.24077 1.78977 -6.37683
C -1.93604 0.47069 -6.04718
C 9.44773 -1.54157 1.17551
C -8.58716 -1.17562 -3.14291
C 1.67249 0.06268 0.01300
C 0.34135 1.55214 4.38436
C -1.52013 -3.20168 8.25583
C -4.65815 -3.88381 0.71289
C -0.96394 3.05350 3.32543
C 5.31314 1.39426 5.39771
C -5.65544 1.51815 2.67617
C 3.71013 -2.40933 2.89288
C 6.22346 -3.19921 -1.17308
C -3.17582 6.17557 -3.86266
C 0.39549 0.31121 0.83452
C -2.26194 -1.06151 1.98790
C 9.55127 -0.91795 2.38078
C -3.32880 -1.09395 3.15628
B 1.80697 -1.95658 -5.71694
H -2.33094 -3.58992 -2.28600
H -3.09065 0.35773 0.59916
H -1.28414 -1.25074 2.43083
H -1.73707 -0.40808 -3.10131
H -0.25877 -0.90783 -1.54929
H -1.20914 -2.81289 6.09444
H 0.72305 3.95782 2.41450
H -5.02740 0.40545 -5.23451
H 2.24031 2.36166 3.46465
H 8.15429 -1.60129 -3.34390
H -3.23849 1.46168 -1.45888
H -0.30335 1.85306 -1.26429
H -2.52810 -1.87985 1.31888
H -1.65832 -1.70129 -0.54812
H 3.70827 2.29345 -0.05795
H 2.63199 -2.41803 2.83036
H -4.65443 2.64414 4.40280
H 7.89106 -1.57750 -0.23378
H -0.70719 -4.12329 -2.65602
H -0.85089 -4.00486 8.52677
H -4.87574 6.90295 -5.22778
H -2.05873 -2.21122 10.20185
H 8.29006 -3.68329 -2.04762
H -1.83639 3.48990 2.86198
H -4.21766 3.04402 -3.64469
H -2.17492 1.97394 -2.71494
H -2.30584 4.79439 -2.55003
H -9.56822 -1.52903 -3.42406
H 2.31800 2.56384 0.98603
H 4.15346 -3.22369 0.86634
H -8.96415 -1.09792 -1.07741
H -2.84879 -0.54440 3.96601
H 0.30746 1.33668 1.19337
H 6.03404 -4.00487 -0.47923
H 6.68493 -2.34124 4.12401
H -3.43916 -0.63969 8.82484
H -5.50117 -0.19293 -3.26122
H 5.72436 -0.57984 -2.82361
H -1.49448 -5.76644 -3.90292
H -3.13543 -0.79937 -2.12714
H -1.51429 2.57112 -6.54447
H -6.60420 -0.24411 -0.73689
H 3.04124 -0.02179 1.73891
H -4.92539 -3.25054 1.55885
H -6.03769 0.56132 2.99983
H -3.63354 -2.08069 3.50498
H -1.80325 1.50703 4.64093
H 1.65905 -0.98296 -0.29453
H -4.22051 -3.42281 -1.18746
H -1.78412 -2.31383 -4.38734
H -4.09719 2.89589 -6.14162
H 10.40462 -1.02835 3.03349
H 6.67301 -3.03939 1.67317
H -1.50972 2.32671 -0.03437
H -5.32231 3.84222 0.42507
H -0.97711 -0.02464 -6.00829
H -3.01915 -3.51903 -4.62059
H -3.17993 -0.74923 6.51417
H -2.06366 1.17759 1.75861
H 10.17433 -2.07933 0.58451
H 8.15354 0.37328 3.48903
H 4.36031 -1.93306 -1.37799
H -6.17964 1.51779 0.48265
H 0.67943 0.75641 5.03160
H -5.77191 4.52984 -4.92593
H -1.42504 -3.93683 -5.11119
H 4.00120 2.21796 1.56952
H 0.41281 -0.29695 1.73892
H -2.57271 7.05467 -3.68992
H -5.56992 -4.38030 0.38083
H -4.22813 -0.61939 2.76370
H 1.58497 0.63035 -0.91337
H -3.08609 -1.12761 -5.27079
H 3.82018 0.07005 0.21682
H -4.46223 4.73672 2.56594
H 4.40671 -1.75046 5.00139
H -3.99832 -5.39781 1.96532
H 6.49723 -0.17478 1.26272
H -7.37151 -0.69855 -4.90208
H -2.70846 -4.27835 1.30343
H -3.17005 -5.52554 0.28223